1.
{"formula": "C10H16Cl3NO4Os", "method": "ωB97M-V/def2-TZVPD", "elements": ["C", "C", "C", "C", "C", "C", "C", "C", "C", "C", "Os", "Cl", "Cl", "Cl", "H", "H", "H", "H", "H", "H", "H", "H", "H", "H", "H", "H", "H", "H", "H", "O", "H", "O", "N", "O", "O"], "xyz": [[0.03, 0.71, -1.05], [0.66, 1.46, 0.05], [-0.12, 1.29, 1.21], [1.85, 2.33, -0.03], [-1.19, 0.42, 0.93], [-1.15, 0.03, -0.47], [-2.34, -0.42, -1.24], [0.28, 0.97, -2.49], [0.17, 1.91, 2.53], [-2.23, 0.03, 1.91], [0.60, -1.28, -0.53], [4.26, 0.68, 1.97], [2.72, -0.94, -1.33], [1.55, -1.27, 1.52], [2.24, 2.36, -1.05], [2.65, 1.95, 0.65], [1.61, 3.35, 0.29], [1.25, 1.89, 2.73], [-0.36, 1.38, 3.33], [-0.16, 2.96, 2.57], [-1.75, -0.32, 2.83], [-2.87, -0.74, 1.49], [-2.87, 0.87, 2.21], [-2.92, -1.14, -0.66], [-2.02, -0.85, -2.19], [-3.02, 0.41, -1.47], [1.36, 0.94, -2.69], [-0.10, 1.95, -2.76], [-0.22, 0.22, -3.10], [0.09, -1.93, -2.28], [0.19, -2.92, -2.29], [1.12, -4.67, 0.78], [0.53, -4.16, -0.17], [0.52, -4.51, -1.35], [-0.35, -2.97, 0.15]], "orbital_gap_ev": [5.252, 5.926], "homo_ev": [-0.45, -1.13], "s_squared": 6.040, "total_charge": -2, "spin_multiplicity": 5, "energy_ha": -2217.50901}

2.
{"formula": "C2H2ClP", "method": "ωB97M-V/def2-TZVPD", "elements": ["C", "C", "P", "Cl", "H", "H"], "xyz": [[0.58, -1.56, 2.51], [-0.18, -0.01, 0.31], [-0.69, -0.37, 1.89], [0.23, -2.16, 4.01], [0.69, -0.50, -0.11], [-0.70, 0.70, -0.30]], "orbital_gap_ev": [6.799, 6.853], "homo_ev": [-8.38, -8.41], "de_lowest_kj_mol": 320.9, "smiles": "C=P#CCl", "energy_ha": -878.78665}

3.
{"formula": "C15H22NRhS5Se3Si2Te", "method": "ωB97M-V/def2-TZVPD", "elements": ["Rh", "C", "Si", "C", "C", "C", "C", "C", "C", "C", "C", "N", "Si", "C", "C", "C", "H", "H", "H", "H", "H", "H", "H", "H", "H", "H", "H", "H", "H", "H", "H", "H", "H", "H", "H", "H", "H", "H", "Se", "Se", "Te", "Se", "S", "C", "S", "C", "C", "S", "S", "S"], "xyz": [[-1.73, -0.91, 0.47], [2.45, 1.96, -0.56], [0.63, 1.69, -0.08], [-0.26, 3.07, -1.00], [0.52, 2.01, 1.76], [0.01, -0.01, -0.54], [-0.76, -0.10, -1.80], [-0.49, 0.41, -3.07], [-1.38, 0.15, -4.10], [-2.52, -0.60, -3.85], [-2.75, -1.05, -2.56], [-1.88, -0.83, -1.59], [1.27, -1.38, -0.52], [2.41, -1.35, 0.99], [0.49, -3.08, -0.66], [2.42, -1.29, -2.03], [2.75, 2.97, -0.26], [2.60, 1.87, -1.63], [3.13, 1.25, -0.06], [-0.03, 4.02, -0.51], [-1.35, 2.95, -0.99], [0.07, 3.15, -2.04], [-0.52, 2.07, 2.08], [1.02, 2.95, 2.01], [1.00, 1.21, 2.33], [0.40, 1.01, -3.22], [-1.19, 0.53, -5.09], [-3.24, -0.81, -4.63], [-3.64, -1.61, -2.29], [2.09, -2.10, 1.72], [2.40, -0.39, 1.51], [3.44, -1.56, 0.70], [-0.20, -3.30, 0.16], [1.27, -3.85, -0.65], [-0.07, -3.18, -1.59], [3.06, -0.40, -2.01], [1.84, -1.27, -2.96], [3.06, -2.17, -2.05], [-3.13, 1.25, 0.74], [-4.11, 1.85, -1.20], [-4.72, -3.71, -0.45], [-3.59, -2.40, 1.28], [2.30, 0.68, 6.98], [1.09, 0.42, 5.87], [-0.37, 1.31, 5.81], [-1.17, 0.49, 4.46], [-0.37, -0.51, 3.86], [-0.70, -1.52, 2.56], [1.18, -0.78, 4.64], [-2.72, 0.91, 4.07]], "orbital_gap_ev": [5.096, 4.938], "homo_ev": [-1.09, -1.70], "s_squared": 6.047, "total_charge": -2, "de_lowest_kj_mol": 3.7, "spin_multiplicity": 5, "energy_ha": -10792.50787}

4.
{"formula": "C3H3Cl2F", "method": "ωB97M-V/def2-TZVPD", "elements": ["C", "C", "C", "H", "H", "H", "F", "Cl", "Cl"], "xyz": [[-1.74, 1.41, 0.03], [-0.70, 0.30, -0.03], [0.63, 0.46, 0.03], [-2.46, 1.46, -0.79], [-1.22, 2.43, 0.02], [-2.33, 1.41, 0.95], [1.16, 1.68, -0.05], [-1.49, -1.21, -0.02], [1.87, -0.76, 0.02]], "orbital_gap_ev": 10.167, "homo_ev": -9.36, "de_lowest_kj_mol": 14.9, "smiles": "C/C(Cl)=C(\\F)Cl", "energy_ha": -1136.33169}

5.
{"formula": "C8H14BrN2O4S", "method": "ωB97M-V/def2-TZVPD", "elements": ["O", "S", "O", "O", "C", "C", "Br", "O", "H", "H", "H", "C", "C", "N", "C", "C", "N", "C", "C", "H", "H", "H", "H", "H", "H", "H", "H", "H", "H", "H"], "xyz": [[0.45, 3.66, 3.29], [0.17, 4.45, 2.16], [-1.00, 5.19, 2.25], [1.51, 5.33, 1.89], [2.05, 4.91, 0.62], [1.69, 3.46, 0.65], [2.14, 2.41, -0.89], [0.26, 3.55, 0.80], [3.10, 5.08, 0.46], [1.46, 5.47, -0.10], [2.07, 2.99, 1.55], [-0.84, -5.31, -0.22], [-0.02, -4.09, 0.15], [-0.44, -2.88, -0.57], [-0.68, -2.76, -1.91], [-1.00, -1.47, -2.15], [-0.93, -0.81, -0.94], [-0.59, -1.68, 0.00], [-1.17, 0.62, -0.72], [-0.71, -5.58, -1.27], [-0.53, -6.16, 0.38], [-1.90, -5.13, -0.05], [1.04, -4.26, -0.07], [-0.11, -3.89, 1.22], [-0.59, -3.62, -2.56], [-1.27, -0.93, -3.04], [-0.46, -1.46, 1.04], [-0.26, 1.07, -0.33], [-1.98, 0.73, 0.00], [-1.44, 1.10, -1.65]], "orbital_gap_ev": 10.761, "homo_ev": -13.65, "total_charge": 1, "energy_ha": -3695.64189}

6.
{"formula": "C7H28BeN14O11S", "method": "ωB97M-V/def2-TZVPD", "elements": ["Be", "S", "O", "O", "O", "O", "C", "O", "N", "N", "H", "H", "H", "H", "C", "O", "N", "N", "H", "H", "H", "H", "C", "O", "N", "N", "H", "H", "H", "H", "C", "O", "N", "N", "H", "H", "H", "H", "C", "O", "N", "N", "H", "H", "H", "H", "C", "O", "N", "N", "H", "H", "H", "H", "C", "O", "N", "N", "H", "H", "H", "H"], "xyz": [[-0.48, -0.99, 3.13], [-0.52, -0.04, 0.42], [-1.02, 1.27, 0.06], [-0.04, -0.86, -0.68], [0.53, 0.06, 1.44], [-1.59, -0.78, 1.12], [2.95, -2.64, -1.60], [3.91, -3.13, -2.19], [2.42, -1.44, -1.89], [2.19, -3.21, -0.63], [1.56, -1.12, -1.47], [2.70, -0.98, -2.74], [1.21, -2.98, -0.58], [2.46, -4.11, -0.26], [-2.38, 4.25, 0.62], [-2.99, 5.28, 0.87], [-2.89, 3.20, -0.11], [-1.09, 4.06, 0.92], [-2.27, 2.40, -0.27], [-3.76, 3.12, -0.59], [-0.65, 3.20, 0.63], [-0.51, 4.75, 1.36], [-1.69, -3.53, -2.18], [-1.85, -4.61, -2.71], [-0.78, -2.60, -2.62], [-2.00, -3.20, -0.90], [-0.48, -1.78, -2.09], [-0.40, -2.74, -3.55], [-2.56, -3.81, -0.33], [-1.38, -2.49, -0.57], [-0.12, 2.13, -3.41], [-0.09, 2.79, -4.46], [-0.23, 2.65, -2.16], [0.09, 0.81, -3.36], [-0.25, 3.64, -2.02], [-0.52, 1.99, -1.45], [0.16, 0.18, -4.15], [0.08, 0.40, -2.44], [2.77, -2.07, 2.91], [1.81, -1.87, 3.67], [3.77, -2.95, 3.06], [2.98, -1.35, 1.81], [3.77, -3.34, 4.00], [4.67, -2.66, 2.72], [2.31, -0.65, 1.52], [3.84, -1.47, 1.30], [-4.92, -0.61, 1.16], [-6.11, -0.36, 1.34], [-3.99, 0.34, 1.26], [-4.46, -1.86, 0.93], [-4.12, 1.32, 1.45], [-3.00, 0.12, 1.10], [-5.06, -2.62, 1.23], [-3.46, -1.98, 0.90], [2.71, 2.60, 1.75], [2.75, 2.05, 2.87], [3.46, 3.66, 1.50], [1.89, 2.24, 0.78], [3.50, 4.11, 0.60], [3.91, 4.09, 2.28], [1.99, 2.65, -0.14], [1.23, 1.48, 0.85]], "orbital_gap_ev": 3.456, "homo_ev": -9.63, "de_lowest_kj_mol": 329.5, "energy_ha": -2290.82627}